[1]
Entry from OMol25: a molecular structure, C30H43BrN2P2PbS at a distorted geometry (ωB97M-V/def2-TZVPD).

CARTESIAN COORDINATES (ANGSTROEM)
H -3.67442 -0.41331 -1.77877
H -2.18105 0.32870 -2.33368
H 3.04574 1.58993 0.36377
H 3.29930 0.36793 -3.35198
H 5.21801 0.91972 1.44398
C -4.32332 2.92480 1.21843
H 1.85854 -2.91771 0.21606
C 1.04348 4.22673 -1.81020
C 4.63420 0.19381 0.86187
P -1.71015 -1.74705 -1.23621
H 0.99206 0.34709 4.13539
H -1.52012 -4.68229 -2.48815
H 4.78067 -0.78900 1.32247
C -1.33695 3.98313 -0.72886
N -0.84207 -1.40770 6.30685
Pb -3.06299 0.78761 3.09631
H 1.61621 -1.03727 -2.22765
H -3.78343 4.85982 0.34188
C -4.02163 1.58268 1.10833
C 3.78608 -2.64266 -0.69494
H -4.83123 -3.97658 -0.99869
N 3.65962 3.66995 -2.49528
C 0.57591 0.05278 5.08806
H 5.07192 0.16813 -0.14352
C 2.08448 4.51056 -0.90798
C 0.45737 0.17253 7.51580
H -3.03957 -0.08252 0.05667
H -3.17687 -2.78957 0.34264
C 3.40162 0.20120 -2.27144
H 1.34848 0.66933 -1.85394
C 2.70484 -2.21538 0.28961
C -2.92435 -3.04044 -0.70112
H -3.62457 -0.12224 -4.18524
H 3.08413 -2.27913 1.32047
C -3.60121 3.78301 0.36194
H -4.01101 -3.63977 -2.51401
H -2.34792 -3.97543 -0.67317
H -5.00224 3.33276 1.96889
H 0.56853 3.58256 -3.83826
H -0.53676 -1.86795 -3.30749
H 0.22122 -2.84890 -2.05625
C -0.42199 -0.88853 7.50260
C -0.40815 -0.94700 5.07744
C 1.35390 3.78394 -3.10849
H 4.71632 -2.07418 -0.57896
S -1.14878 -1.54874 3.66855
C 2.04369 -0.17159 -1.69595
C -0.73639 -2.62384 -2.54055
H 0.77336 0.60950 8.45971
H 4.15824 -0.58011 -2.14074
C 3.17026 0.61549 0.86092
H -2.15601 -3.70182 -3.83334
C -3.17640 0.99624 0.19138
Br -4.13056 0.16630 5.46744
C -0.32758 4.27486 -1.35411
C -1.28462 -3.88729 -3.19989
H 4.21379 4.38692 -0.61914
C 0.93537 0.66923 6.28639
C -4.20193 -3.23662 -1.51059
C -3.08896 -0.97690 -3.74906
H -0.82889 -1.36285 8.39320
H 4.03936 -3.69710 -0.51926
H -4.80504 -2.32377 -1.59860
H 2.83831 0.74760 1.90433
H -0.51032 -4.28532 -3.86527
H -1.44949 1.54513 -1.03731
P 1.90655 -0.53906 0.13029
H -2.20786 -1.14749 -4.37472
C 2.69110 3.51089 -3.39776
H 3.46352 -2.56200 -1.73742
H -1.57278 -2.12168 6.30139
C -2.74149 -0.61493 -2.32045
H 1.86596 4.88891 0.09071
C -2.33958 1.88172 -0.48956
H -3.77181 -1.83044 -3.80832
C 3.38564 4.19912 -1.30241
H 2.96185 3.14591 -4.38990
C -2.50205 3.26791 -0.33922
H 3.78922 1.13746 -1.85477
H 1.60370 1.51433 6.26885

Its orbital gap (alpha / beta) is 0.1950 / 0.1644 hartree. Its net charge is +2. The HOMO energy (alpha / beta) comes out at -13.360 / -13.345 eV. The calculation puts the calculated total energy at -5125.47145 Eh. The LUMO energy (alpha / beta) is -8.054 / -8.871 eV.

=====

[2]
Entry from OMol25: C12H24N2O3S in the gas phase (ωB97M-V/def2-TZVPD).

CARTESIAN COORDINATES (ANGSTROEM)
H -1.19674 2.16551 0.86775
H 2.94385 -0.43142 -3.89681
H -0.55401 3.99905 3.22189
H 2.52264 1.83876 -3.00547
H 1.64460 -1.53228 1.89284
H -0.23916 -2.37842 -4.08054
O -3.01170 1.63248 2.94742
H -3.05532 -0.21504 1.56219
C 0.81953 -1.98326 -0.58066
H -1.17204 0.04091 -0.01472
C -0.08803 -0.81971 2.96473
H 0.30149 2.11358 1.85102
H 1.01503 0.00559 1.29067
H -0.27583 -0.71846 -1.76689
H -0.47399 4.51558 1.52675
H 1.01331 -1.59940 -5.04857
C 1.32311 -1.44834 -2.92258
O 1.77600 -2.72484 -0.48127
H -0.33606 -2.71160 1.02909
H 0.41547 -0.18312 3.69249
N 0.51182 -1.34185 -1.72368
H 1.08762 1.24719 -3.83220
H 3.02010 -0.41096 -2.13504
C -2.16498 -0.83363 1.67937
C -0.95913 3.83711 2.22623
N -1.37780 -0.22377 2.71860
C 2.34998 -0.30558 -2.99037
S -1.60851 1.37257 3.08083
C -0.08992 -1.72350 0.62341
C 0.41579 -1.51289 -4.14559
C 1.73515 1.08978 -2.97338
H 1.15837 1.24901 -2.06453
C -0.74718 2.39352 1.82945
C 0.73179 -0.97431 1.68272
H -2.47300 -1.82982 2.01799
H 1.87752 -2.38863 -2.82667
H -2.01040 -1.48860 -0.36389
H -2.02481 4.05078 2.25243
H -0.24564 -1.80652 3.41531
C -1.38876 -0.96180 0.36271
H -0.20059 -0.61990 -4.22188
O -0.96958 1.61622 4.33887

Its orbital gap is 0.3652 hartree. The HOMO energy comes out at -9.502 eV. Its SMILES is CC[C@H](C)NC(=O)C1CCN(S(=O)(=O)CC)CC1. The calculation puts the calculated total energy at -1205.08954 Eh. The LUMO energy is 0.435 eV.